Entry from the Open Molecules 2025 dataset: a cluster of 19 separate species, C2H41NO18 in total (wB97M-V/def2-TZVPD).

XYZ file:
```
62
Properties=species:S:1:pos:R:3
C 0.39 -0.44 -0.56
C 2.29 -1.97 -0.39
N 1.51 -1.02 0.10
H 0.53 0.66 -0.62
H -0.44 -0.48 0.16
H 0.23 -0.86 -1.54
H 3.17 -2.24 0.17
H 2.15 -2.39 -1.36
H 2.54 -0.77 -2.68
H 3.41 0.36 -2.21
O 3.26 -0.60 -1.98
H 0.14 3.54 0.41
H -1.34 3.30 -0.15
O -0.56 3.88 -0.18
H -2.38 0.25 -1.36
H -1.63 -0.04 -2.68
O -2.05 0.67 -2.17
H 2.23 2.18 -1.65
H 2.54 2.54 -3.08
O 2.92 2.11 -2.32
H -1.22 -2.51 -2.51
H -1.62 -1.84 -3.78
O -1.00 -1.72 -3.04
H 0.67 2.59 2.58
H 0.94 4.15 2.16
O 1.06 3.22 1.94
H 0.21 -4.12 0.00
H 0.33 -3.08 1.04
O 0.89 -3.60 0.43
H -1.80 -3.42 1.35
H -1.04 -1.78 2.23
O -1.46 -2.56 1.05
H 0.70 -0.82 -3.89
H 1.00 0.60 -3.36
O 1.42 -0.17 -3.78
H -1.65 -4.36 -1.19
H -1.75 -2.98 -0.50
O -1.93 -3.45 -1.33
H -0.87 0.52 3.00
H -1.12 1.99 2.87
O -0.44 1.38 3.20
H 3.87 1.99 0.18
H 2.65 2.49 1.07
O 3.12 2.59 0.22
H -2.73 0.96 0.88
H -3.27 1.08 2.25
O -2.64 1.55 1.66
H -0.07 3.14 -1.85
H -0.67 1.80 -1.98
O 0.12 2.28 -2.30
H -2.49 -1.58 0.28
H -3.99 -1.38 -0.17
O -3.12 -0.97 -0.19
H 2.37 0.81 2.84
H 1.67 -0.62 1.07
O 1.91 0.01 2.56
H -3.43 -0.94 2.77
H -2.88 -0.81 4.10
O -3.48 -0.31 3.51
H -0.06 -1.85 3.54
H 1.00 0.24 2.82
O -0.71 -1.30 3.08
```

Computed properties:
Frontier orbital gap (spin up / spin down), hartree: 0.3453 / 0.1554
Maximum force, eV/A: 1.25
Relative energy (zero: lowest compared OMol25 entry of this formula, charge and spin), kcal per mole: 0.0
Highest occupied orbital energy (spin up / spin down), eV: -13.74 / -13.69
Charge: +1
Spin multiplicity: 2
LUMO level (spin up / spin down), eV: -4.34 / -9.46

Charges computed using Löwdin, reported in e: C 0.011; C 0.151; N 0.078; H 0.124; H 0.117; H 0.072; H 0.147; H 0.121; H 0.076; H 0.077; O 0.094; H 0.010; H 0.053; O -0.058; H 0.008; H 0.007; O -0.058; H 0.013; H 0.071; O -0.063; H 0.016; H 0.095; O -0.088; H 0.022; H 0.092; O -0.059; H 0.061; H 0.037; O -0.014; H 0.046; H -0.018; O -0.343; H 0.051; H 0.037; O -0.030; H 0.068; H -0.029; O -0.057; H 0.009; H 0.045; O -0.090; H 0.046; H -0.002; O -0.049; H 0.019; H 0.026; O -0.060; H 0.050; H -0.013; O -0.085; H -0.017; H 0.079; O -0.070; H 0.078; H 0.114; O -0.033; H 0.036; H 0.059; O -0.050; H 0.067; H 0.019; O -0.115

***

Entry from the Open Molecules 2025 dataset: the molecule CH3NO (wB97M-V/def2-TZVPD).

XYZ file:
```
6
Properties=species:S:1:pos:R:3
N -1.08 -0.14 -0.09
C 0.15 0.38 0.04
O 1.20 -0.26 0.00
H -1.42 -1.15 0.16
H -1.87 0.50 0.28
H 0.31 1.47 -0.09
```

Computed properties:
Frontier orbital gap, hartree: 0.3962
Maximum force, eV/A: 5.63
Relative energy (zero: lowest compared OMol25 entry of this formula, charge and spin), kcal per mole: 13.4
Highest occupied orbital energy, eV: -9.93
SMILES string: NC=O
LUMO level, eV: 0.85

Charges computed using natural (NBO), reported in e: N -0.828; C 0.497; O -0.595; H 0.414; H 0.386; H 0.126

***

Entry from the Open Molecules 2025 dataset: a structure of composition C18H31GeO5Pt (wB97M-V/def2-TZVPD).

XYZ file:
```
56
Properties=species:S:1:pos:R:3
Pt -0.35 -0.21 0.85
C -0.75 3.03 2.24
O -0.63 1.66 2.58
C -1.86 1.06 2.97
C -1.53 -0.23 3.70
O -0.65 -1.07 2.91
C 0.53 -1.54 3.62
C 1.58 -0.45 3.69
O 2.04 -0.05 2.42
C 3.13 -0.83 1.95
H -1.04 3.62 3.12
H -1.48 3.17 1.44
H 0.23 3.35 1.89
H -2.51 0.90 2.10
H -2.40 1.70 3.68
H -2.42 -0.81 3.93
H -1.01 0.02 4.62
H 0.88 -2.41 3.06
H 0.20 -1.86 4.60
H 2.42 -0.79 4.31
H 1.16 0.45 4.16
H 3.96 -0.80 2.66
H 3.44 -0.41 1.00
H 2.84 -1.88 1.78
C 3.20 0.74 -2.11
C 1.82 0.81 -1.50
O 1.60 0.05 -0.55
C 0.82 1.71 -2.06
C 1.12 2.39 -3.27
C 0.21 3.19 -3.90
C -1.05 3.35 -3.33
C -1.38 2.71 -2.16
C -0.47 1.87 -1.49
O -0.88 1.36 -0.35
H 3.81 0.08 -1.51
H 3.66 1.73 -2.16
H 3.16 0.35 -3.13
H 2.10 2.26 -3.71
H 0.47 3.70 -4.82
H -1.79 3.98 -3.82
H -2.36 2.82 -1.72
C 0.29 -3.53 -2.09
Ge -1.25 -2.40 -1.72
C -1.46 -0.94 -2.97
C -2.90 -3.43 -1.49
C -0.93 -1.76 0.16
H 0.12 -4.09 -3.01
H 0.46 -4.25 -1.29
H 1.19 -2.93 -2.21
H -1.74 -1.36 -3.93
H -0.54 -0.39 -3.09
H -2.24 -0.25 -2.65
H -3.09 -4.00 -2.40
H -3.75 -2.78 -1.31
H -2.81 -4.14 -0.66
H -1.18 -2.45 0.98
```

Computed properties:
Frontier orbital gap, hartree: 0.2466
Maximum force, eV/A: 1.08
Relative energy (zero: lowest compared OMol25 entry of this formula, charge and spin), kcal per mole: 36.8
Highest occupied orbital energy, eV: -10.79
Charge: +1
LUMO level, eV: -4.09

Charges computed using natural (NBO), reported in e: Pt 1.141; C -0.250; O -0.575; C -0.110; C -0.083; O -0.569; C -0.090; C -0.107; O -0.547; C -0.253; H 0.185; H 0.196; H 0.211; H 0.202; H 0.207; H 0.215; H 0.198; H 0.208; H 0.204; H 0.197; H 0.207; H 0.180; H 0.216; H 0.165; C -0.716; C 0.615; O -0.664; C -0.303; C -0.129; C -0.260; C -0.154; C -0.246; C 0.391; O -0.788; H 0.236; H 0.243; H 0.243; H 0.217; H 0.228; H 0.224; H 0.219; C -1.068; Ge 1.525; C -1.084; C -1.075; C -0.375; H 0.250; H 0.239; H 0.242; H 0.250; H 0.244; H 0.249; H 0.250; H 0.242; H 0.237; H 0.168

***

Entry from the Open Molecules 2025 dataset: a cluster of 2 separate species, C2H5NO in total (wB97M-V/def2-TZVPD).

XYZ file:
```
9
Properties=species:S:1:pos:R:3
C -0.09 0.92 0.76
N 0.36 -0.22 -0.01
C 1.38 -0.87 0.00
O 2.32 -1.57 -0.08
H -0.11 0.68 1.83
H -1.10 1.19 0.44
H 0.57 1.78 0.60
H -1.77 -1.15 -2.07
H -1.55 -0.76 -1.47
```

Computed properties:
Frontier orbital gap, hartree: 0.4109
Maximum force, eV/A: 0.73
Relative energy (zero: lowest compared OMol25 entry of this formula, charge and spin), kcal per mole: 38.2
Highest occupied orbital energy, eV: -10.45
SMILES string: CN=C=O.[H][H]
LUMO level, eV: 0.74

Charges computed using natural (NBO), reported in e: C -0.406; N -0.560; C 0.867; O -0.517; H 0.204; H 0.211; H 0.204; H -0.005; H 0.002

***

Entry from the Open Molecules 2025 dataset: a cluster of 2 separate species, C3H8BrN2 in total (wB97M-V/def2-TZVPD).

XYZ file:
```
14
Properties=species:S:1:pos:R:3
C 1.49 0.39 -0.38
C -1.75 0.11 -0.50
C -1.11 -0.09 0.79
N 2.48 1.21 -0.53
N -0.73 -1.25 1.20
Br 1.76 -1.36 -1.08
H -1.64 -0.76 -1.15
H -2.82 0.30 -0.34
H -1.36 1.00 -1.00
H -0.98 0.76 1.46
H 3.37 1.01 -1.00
H -0.80 -2.05 0.58
H -0.30 -1.40 2.10
H 2.39 2.15 -0.16
```

Computed properties:
Frontier orbital gap, hartree: 0.3207
Maximum force, eV/A: 0.94
Relative energy (zero: lowest compared OMol25 entry of this formula, charge and spin), kcal per mole: 45.9
Highest occupied orbital energy, eV: -12.82
Charge: +1
LUMO level, eV: -4.09

Charges computed using natural (NBO), reported in e: C -0.037; C -0.715; C 0.354; N -0.741; N -0.621; Br 0.017; H 0.246; H 0.282; H 0.283; H 0.236; H 0.404; H 0.433; H 0.438; H 0.420

***

Entry from the Open Molecules 2025 dataset: the molecule C4H7NO2 (wB97M-V/def2-TZVPD).

XYZ file:
```
14
Properties=species:S:1:pos:R:3
N 0.21 -2.26 0.34
C 0.49 -0.89 0.40
O 1.52 -0.43 0.74
C -0.81 -0.24 -0.07
C -0.55 1.20 -0.37
C 0.83 1.82 0.04
O 0.86 2.64 0.87
H -0.64 -2.56 -0.12
H 1.00 -3.06 0.37
H -1.60 -0.25 0.66
H -1.22 -0.80 -1.00
H -1.24 1.88 0.15
H -0.60 1.54 -1.48
H 1.75 1.40 -0.53
```

Computed properties:
Frontier orbital gap, hartree: 0.3612
Maximum force, eV/A: 5.91
Relative energy (zero: lowest compared OMol25 entry of this formula, charge and spin), kcal per mole: 40.7
Highest occupied orbital energy, eV: -9.17
SMILES string: NC(=O)CCC=O
LUMO level, eV: 0.65

Charges computed using natural (NBO), reported in e: N -0.855; C 0.700; O -0.560; C -0.527; C -0.518; C 0.471; O -0.533; H 0.387; H 0.405; H 0.249; H 0.224; H 0.227; H 0.218; H 0.114

***

Entry from the Open Molecules 2025 dataset: a structure of composition C28H45N5O2SSiTl (wB97M-V/def2-TZVPD).

XYZ file:
```
83
Properties=species:S:1:pos:R:3
Tl -0.57 -0.22 -1.32
O 2.00 0.41 4.27
C 2.79 1.14 3.48
C 4.07 1.43 3.95
C 4.97 2.14 3.18
C 4.60 2.58 1.90
C 3.33 2.33 1.44
C 2.40 1.63 2.22
C 1.04 1.44 1.68
O 0.59 2.28 0.74
N 0.34 0.44 2.08
N -0.80 0.09 1.42
C -1.90 0.09 2.05
C -3.15 -0.41 1.44
C -4.31 -0.41 2.19
C -5.49 -0.88 1.62
C -5.45 -1.31 0.30
C -4.24 -1.27 -0.38
N -3.11 -0.84 0.17
H 1.20 0.18 3.77
H 4.35 1.05 4.93
H 5.96 2.34 3.56
H 5.31 3.12 1.29
H 3.03 2.67 0.46
H -1.96 0.46 3.07
H -4.29 -0.06 3.22
H -6.41 -0.89 2.18
H -6.34 -1.68 -0.19
H -4.18 -1.59 -1.41
C 1.27 -2.78 0.36
C 2.49 -2.05 -0.19
N 2.14 -0.73 -0.73
C 2.97 -0.30 -1.85
C 2.84 -1.20 -3.09
S 1.16 -1.77 -3.52
C 1.07 -3.43 -2.76
C 0.03 -3.62 -1.66
N 0.10 -2.70 -0.52
H 0.99 -2.31 1.30
H 1.55 -3.82 0.57
H 2.94 -2.63 -0.99
H 3.24 -1.97 0.60
H 2.19 -0.04 0.01
H 4.04 -0.27 -1.59
H 2.66 0.71 -2.11
H 3.47 -2.09 -3.03
H 3.17 -0.63 -3.96
H 2.07 -3.71 -2.44
H 0.80 -4.11 -3.57
H 0.11 -4.67 -1.33
H -0.96 -3.49 -2.10
H -0.72 -2.88 0.05
C 1.73 5.00 0.64
Si 0.19 3.95 0.76
C -0.78 4.12 -0.86
C 0.10 3.53 -1.98
C -2.13 3.39 -0.82
C -1.04 5.60 -1.18
C -0.71 4.39 2.38
C 0.12 3.91 3.59
C -0.83 5.92 2.47
C -2.11 3.77 2.46
H 1.44 6.04 0.42
H 2.40 4.68 -0.17
H 2.30 5.01 1.57
H 0.37 2.49 -1.79
H 1.03 4.10 -2.09
H -0.43 3.58 -2.93
H -2.08 2.42 -0.32
H -2.50 3.22 -1.84
H -2.88 3.98 -0.30
H -0.11 6.17 -1.28
H -1.65 6.08 -0.42
H -1.58 5.67 -2.13
H 1.15 4.26 3.54
H 0.12 2.83 3.68
H -0.33 4.31 4.51
H 0.15 6.41 2.47
H -1.34 6.19 3.40
H -1.42 6.33 1.64
H -2.09 2.70 2.23
H -2.80 4.25 1.76
H -2.51 3.89 3.47
```

Computed properties:
Frontier orbital gap, hartree: 0.2937
Maximum force, eV/A: 0.67
Relative energy (zero: lowest compared OMol25 entry of this formula, charge and spin), kcal per mole: 0.0
Highest occupied orbital energy, eV: -10.87
Charge: +1
LUMO level, eV: -2.88

Charges computed using Löwdin, reported in e: Tl 0.812; O 0.080; C -0.266; C 0.003; C -0.057; C -0.072; C -0.051; C -0.099; C -0.378; O -0.099; N 0.079; N -0.024; C -0.085; C -0.272; C -0.008; C -0.039; C -0.039; C -0.121; N 0.055; H 0.076; H 0.126; H 0.113; H 0.110; H 0.102; H 0.135; H 0.119; H 0.118; H 0.113; H 0.115; C -0.185; C -0.184; N -0.125; C -0.268; C -0.444; S 0.805; C -0.440; C -0.270; N -0.158; H 0.109; H 0.128; H 0.092; H 0.132; H 0.077; H 0.126; H 0.112; H 0.075; H 0.076; H 0.069; H 0.077; H 0.125; H 0.114; H 0.100; C -0.130; Si 0.634; C -0.584; C -0.098; C -0.086; C -0.078; C -0.583; C -0.073; C -0.079; C -0.076; H 0.045; H 0.040; H 0.043; H 0.003; H 0.083; H 0.095; H 0.042; H 0.091; H 0.072; H 0.079; H 0.068; H 0.094; H 0.085; H 0.069; H 0.095; H 0.081; H 0.094; H 0.068; H 0.053; H 0.073; H 0.094